Entry from the Open Molecules 2025 dataset: 12 unconnected molecules or ions with the total composition C72H180N12O24 at a distorted geometry (ωB97M-V/def2-TZVPD).

## Properties
2S+1	1
frontier orbital gap	0.31583	Eh
SMILES	COCCNCCOC.COCCNCCOC.COCCNCCOC.COCCNCCOC.COCCNCCOC.COCCNCCOC.COCCNCCOC.COCCNCCOC.COCCNCCOC.COCCNCCOC.COCCNCCOC.COCCNCCOC
LUMO	0.18	eV
highest occupied orbital energy	-8.41	eV

```
288
Properties=species:S:1:pos:R:3:forces:R:3:mulliken_charge:R:1
C 1.00609 8.34251 1.48111 0.23 0.70 -0.18 -0.685
O 0.72228 8.29391 0.09808 0.68 -0.91 -0.17 -0.293
C 1.56688 7.31915 -0.55522 -1.05 0.25 -1.34 -0.538
C 1.13859 7.28001 -2.04524 0.95 0.94 1.24 -0.738
N 1.63738 8.49892 -2.74690 -1.01 -1.55 -0.01 -0.290
C 1.20610 8.48807 -4.13902 0.56 1.69 0.09 -0.595
C 1.22071 9.97444 -4.59367 -0.71 -0.86 -0.16 -0.599
O 0.47931 10.78224 -3.64664 0.69 -1.46 -1.28 -0.369
C 0.68809 12.14935 -3.87650 -0.57 -0.15 -0.02 -0.771
H 0.78853 7.42546 2.02864 -0.17 -0.26 -0.17 0.219
H 0.43017 9.16516 1.90496 -0.08 -0.10 -0.01 0.247
H 2.06276 8.57493 1.61361 0.21 0.00 0.22 0.313
H 1.35954 6.32418 -0.16133 0.22 -0.09 0.43 0.379
H 2.62550 7.57511 -0.51141 0.07 0.08 0.41 0.366
H 0.06040 7.14154 -1.96507 -0.40 0.35 -0.62 0.323
H 1.54090 6.39419 -2.53671 0.20 0.01 0.03 0.458
H 1.16446 9.31568 -2.38726 0.00 0.01 0.70 0.328
H 0.19888 8.10362 -4.29968 -0.27 -0.13 0.16 0.261
H 1.88928 7.91189 -4.76302 0.07 -0.03 -0.08 0.322
H 0.74125 9.98013 -5.57254 -0.37 0.36 -0.16 0.413
H 2.22017 10.36203 -4.79101 0.28 0.05 0.61 0.381
H 1.62501 12.42565 -3.39285 -0.16 0.61 0.12 0.312
H -0.23382 12.60347 -3.51324 0.49 0.57 0.45 0.242
H 0.72711 12.39955 -4.93668 0.18 -0.11 -0.24 0.317
C 6.26624 1.62970 -4.76254 -0.03 0.88 -0.47 -0.656
O 6.94638 2.76393 -5.34131 0.83 -1.25 0.84 -0.359
C 6.08692 3.80374 -5.69610 0.35 0.17 -1.07 -0.428
C 6.81152 5.00857 -6.36857 -0.33 -0.36 1.65 -0.630
N 7.45000 5.94369 -5.40595 -0.21 -0.61 0.23 -0.300
C 6.56951 6.44472 -4.33184 1.51 1.23 0.02 -0.493
C 7.19913 7.63054 -3.48825 -0.44 -0.13 -0.55 -0.770
O 8.30104 7.27442 -2.71301 0.88 -0.53 1.24 -0.312
C 8.83597 8.30352 -1.84555 -0.74 -0.13 -1.28 -0.737
H 5.75822 0.99605 -5.48953 -0.04 0.18 -0.56 0.290
H 5.48063 2.00868 -4.10888 0.08 -0.18 0.48 0.264
H 6.96568 0.96318 -4.25792 0.16 0.51 0.18 0.262
H 5.49082 4.10940 -4.83626 -0.24 0.13 -0.02 0.347
H 5.45667 3.38434 -6.48032 -0.69 0.25 -0.08 0.339
H 6.01562 5.49165 -6.93539 -0.14 0.27 -0.28 0.337
H 7.55811 4.61179 -7.05651 0.04 0.11 0.04 0.341
H 7.80799 6.73312 -5.92436 0.11 0.07 0.01 0.240
H 6.30874 5.65364 -3.62877 0.02 0.00 -0.12 0.278
H 5.67627 6.88449 -4.77547 -0.56 -0.02 0.17 0.340
H 6.38416 8.03140 -2.88553 -0.28 -0.17 0.48 0.401
H 7.49270 8.50075 -4.07530 -0.02 0.00 -0.87 0.399
H 8.03159 8.82999 -1.33184 -0.13 -0.18 0.34 0.308
H 9.33925 9.06137 -2.44595 0.17 0.10 -0.22 0.293
H 9.57033 7.90029 -1.14826 -0.34 -0.35 -0.14 0.247
C 3.37687 8.90086 -17.73776 -0.64 -0.27 0.24 -0.767
O 3.01212 8.43373 -16.40719 0.74 -0.07 -2.51 -0.300
C 3.20108 9.44938 -15.48225 0.24 -0.36 1.54 -0.773
C 2.89168 8.80452 -14.09263 0.13 2.17 -0.92 -0.446
N 4.07945 8.24864 -13.47187 -0.76 0.18 -0.20 -0.434
C 3.65893 7.35976 -12.39470 1.01 -0.16 0.13 -0.502
C 3.20010 8.05769 -11.11014 0.74 1.15 -1.13 -0.454
O 2.78684 7.11711 -10.20329 -2.03 -1.41 1.04 -0.265
C 1.37970 6.79670 -10.34492 0.63 -0.22 0.29 -0.768
H 3.42961 8.08700 -18.46092 -0.09 -0.32 0.46 0.264
H 4.32381 9.43690 -17.80155 0.24 -0.07 0.54 0.309
H 2.61822 9.58640 -18.11536 -0.22 0.15 0.13 0.306
H 2.62645 10.34267 -15.72706 -0.62 -0.01 0.17 0.462
H 4.23315 9.79930 -15.50368 0.40 -0.05 0.16 0.382
H 2.09641 8.07753 -14.25738 -0.19 -0.17 0.06 0.289
H 2.53036 9.61240 -13.45634 -0.31 -0.09 0.12 0.309
H 4.53128 7.76066 -14.23201 0.41 -0.56 0.32 0.283
H 4.50137 6.71264 -12.15051 -0.01 -0.07 0.14 0.344
H 2.83502 6.71721 -12.70519 -0.20 -0.24 -0.13 0.286
H 2.43988 8.79694 -11.36247 -0.55 -0.04 0.05 0.297
H 3.95633 8.66281 -10.61007 0.53 -0.20 -0.29 0.299
H 1.14730 6.30057 -11.28722 0.12 0.45 -0.42 0.297
H 0.79005 7.69936 -10.18482 -0.11 0.04 -0.24 0.303
H 1.05409 6.05028 -9.62040 0.54 0.18 0.44 0.279
C -3.20244 -6.01535 -1.12263 -0.17 -0.04 0.93 -0.720
O -4.14121 -6.68477 -0.24030 0.27 0.62 -1.26 -0.325
C -3.55289 -7.59617 0.65428 0.88 -0.13 0.35 -0.641
C -4.59393 -8.59477 1.15780 0.03 1.07 -0.49 -0.614
N -4.98376 -9.45341 0.05617 -0.37 0.32 -0.32 -0.318
C -6.04338 -10.34474 0.45430 -0.23 -1.95 -1.22 -0.556
C -6.78568 -10.95049 -0.78108 -0.02 -0.09 0.55 -0.590
O -7.82505 -11.85208 -0.37501 0.37 0.10 0.84 -0.310
C -8.30677 -12.66331 -1.41099 0.15 -0.01 -0.75 -0.735
H -2.58348 -6.67175 -1.73429 -0.48 -0.56 -0.19 0.325
H -2.45224 -5.44850 -0.57129 -0.11 0.21 0.51 0.265
H -3.74328 -5.29750 -1.73931 -0.17 -0.33 0.04 0.262
H -3.05183 -7.06294 1.46218 -0.29 0.26 0.49 0.434
H -2.71182 -8.08138 0.15904 -0.10 -0.61 -0.24 0.337
H -5.46877 -8.02473 1.47054 -0.18 0.40 0.28 0.344
H -4.29347 -9.12948 2.05887 0.44 -0.30 -0.30 0.460
H -5.36094 -8.83272 -0.64568 0.15 0.30 -0.32 0.222
H -6.84584 -9.93567 1.06815 0.20 0.23 0.52 0.316
H -5.46931 -11.14731 0.91737 -0.80 -0.32 0.68 0.273
H -6.09556 -11.47507 -1.44188 0.21 0.03 -0.06 0.379
H -7.24738 -10.12524 -1.32322 -0.04 0.19 -0.33 0.318
H -9.10451 -13.35391 -1.13755 -0.13 0.48 0.75 0.270
H -7.54442 -13.33289 -1.80923 0.47 0.13 -0.15 0.304
H -8.68196 -12.03558 -2.21926 -0.08 0.00 -0.30 0.300
C -1.30795 -1.52071 12.99347 -0.20 0.39 -0.64 -0.753
O -2.46048 -2.15684 12.47779 -0.06 -0.59 -0.87 -0.309
C -2.11954 -3.33214 11.68923 -1.61 -0.68 0.85 -0.655
C -3.36809 -3.96505 10.88453 1.97 0.65 -0.72 -0.683
N -3.41089 -3.45930 9.45506 -0.45 0.30 1.65 -0.479
C -4.00428 -2.11680 9.38101 0.00 -0.01 -0.42 -0.051
C -4.83987 -1.92643 8.12877 -1.14 -0.50 -0.71 -0.875
O -6.18068 -2.51582 8.13406 1.28 0.11 0.78 -0.336
C -7.05643 -1.92621 9.07792 0.15 0.09 -0.47 -0.644
H -0.69482 -1.23961 12.13723 0.52 0.01 0.09 0.332
H -0.73614 -2.11205 13.70863 0.00 -0.36 -0.04 0.291
H -1.58947 -0.59077 13.48748 -0.31 -0.13 0.02 0.254
H -1.80997 -4.06595 12.43340 -0.08 -0.43 0.09 0.448
H -1.22567 -3.21968 11.07566 -0.27 0.57 -0.51 0.408
H -4.29198 -3.90809 11.46011 -0.18 0.77 0.00 0.362
H -3.20207 -5.04194 10.85553 0.40 -0.02 -0.24 0.454
H -4.01154 -4.02259 8.87023 -0.02 -0.59 0.28 0.267
H -3.24886 -1.33180 9.34598 0.33 -0.09 0.11 0.261
H -4.60671 -1.89416 10.26169 -0.11 0.01 0.13 0.171
H -4.44131 -2.40292 7.23312 0.60 -0.15 0.24 0.317
H -4.86186 -0.86879 7.86606 -0.45 0.30 0.22 0.434
H -7.88813 -2.61116 9.24290 -0.06 0.15 -0.21 0.242
H -7.37328 -0.98212 8.63473 -0.46 0.20 0.33 0.273
H -6.60028 -1.73546 10.04934 0.14 0.00 0.02 0.271
C -10.13534 6.64670 -1.53227 1.45 -0.07 0.28 -0.917
O -9.91707 5.58605 -2.47126 -0.64 1.47 -0.15 -0.197
C -11.15973 5.10237 -2.92897 -0.21 -2.73 -0.45 -0.721
C -10.96413 4.15403 -4.16345 1.20 0.25 1.12 -0.631
N -10.04454 2.99574 -3.91905 -1.73 1.46 1.50 -0.334
C -9.71734 2.31403 -5.13747 -0.66 1.86 0.72 -0.556
C -8.48505 1.52346 -4.95387 -0.64 -1.71 0.32 0.112
O -8.20369 1.00056 -6.20951 0.99 0.60 -0.53 -0.359
C -6.96170 0.35635 -6.26356 -0.27 -0.83 -0.50 -0.728
H -10.87737 7.38590 -1.83404 -0.39 -0.41 -0.01 0.382
H -9.21582 7.21863 -1.40782 0.31 -0.07 -0.50 0.243
H -10.25341 6.25227 -0.52302 -0.86 -0.16 0.02 0.342
H -11.96219 5.80883 -3.14130 0.52 0.77 -0.31 0.459
H -11.59107 4.49465 -2.13354 -0.10 -0.28 0.30 0.332
H -10.50775 4.76391 -4.94310 -0.18 0.25 -0.44 0.379
H -11.94127 3.80441 -4.49672 -0.01 -0.07 0.00 0.358
H -9.26360 3.32289 -3.36843 0.32 0.00 -0.26 0.260
H -9.59781 3.07468 -5.90897 0.28 -0.12 -0.65 0.327
H -10.61756 1.74249 -5.36342 0.39 -0.55 -0.49 0.157
H -8.74286 0.70986 -4.27587 -0.03 -0.45 0.32 0.301
H -7.62687 1.96915 -4.45089 0.08 0.89 -0.35 -0.068
H -6.71093 0.29199 -7.32237 0.14 -0.28 0.10 0.254
H -7.09961 -0.63085 -5.82251 0.35 -0.39 -0.11 0.305
H -6.12722 0.82175 -5.73904 -0.16 0.57 0.16 0.290
C -0.27476 2.52953 2.19325 -1.28 -1.10 -0.77 -0.854
O 1.13309 2.51083 2.31070 -0.89 -0.06 0.95 -0.150
C 1.51902 2.39959 3.68087 1.17 0.76 0.20 -0.566
C 3.01333 2.03504 3.78455 -0.93 0.44 -0.73 -0.509
N 3.91568 3.03556 3.17434 -0.26 -0.36 0.70 -0.362
C 5.29907 2.53960 3.09841 0.10 0.84 0.00 -0.677
C 6.27245 3.60219 2.41738 -1.09 -2.29 0.81 -0.611
O 5.98887 3.68740 1.02966 0.31 0.17 0.40 -0.314
C 6.15241 2.44450 0.33690 -0.42 1.13 -0.72 -0.454
H -0.81808 1.83418 2.83309 0.58 -0.33 0.79 0.337
H -0.58631 2.10621 1.23834 0.51 0.34 -0.52 0.177
H -0.86710 3.43673 2.31247 0.88 0.79 0.09 0.340
H 0.90908 1.71157 4.26627 -0.03 -0.71 -0.47 0.311
H 1.36862 3.32589 4.23535 -0.03 0.63 -0.34 0.377
H 3.10732 1.08295 3.26223 0.25 -0.51 0.20 0.306
H 3.16756 1.92170 4.85760 0.55 -0.09 -0.02 0.286
H 3.55116 3.21609 2.24986 0.13 0.14 -0.26 0.274
H 5.33271 1.56076 2.62006 0.19 -0.10 -0.60 0.375
H 5.61451 2.27883 4.10865 0.21 0.52 0.26 0.441
H 7.30203 3.27454 2.56129 0.22 -0.22 -0.01 0.403
H 6.17580 4.52854 2.98363 -0.35 0.33 -0.75 0.351
H 6.26404 2.73262 -0.70838 0.05 0.00 -0.06 0.098
H 5.22872 1.86778 0.38482 0.17 -0.38 0.27 0.106
H 7.04835 1.87930 0.59371 -0.07 -0.03 0.47 0.345
C -4.46158 5.73929 -5.28411 -0.01 0.41 0.01 -0.749
O -4.34176 5.35293 -3.93811 -0.38 -0.77 0.28 -0.332
C -5.58763 4.85029 -3.39913 1.20 0.33 0.10 -0.447
C -5.30012 3.90143 -2.20918 -1.10 1.95 -0.32 -0.563
N -6.56396 3.64676 -1.56002 -0.97 -2.42 0.58 0.143
C -6.51798 2.85869 -0.31839 0.71 -0.41 -0.59 -0.793
C -5.94506 1.41312 -0.55142 -0.31 1.41 0.25 -0.265
O -5.93919 0.70007 0.64694 -0.12 -0.27 1.29 -0.338
C -5.35501 -0.60315 0.60853 -0.78 0.55 -0.79 -0.643
H -3.59011 6.31896 -5.58844 0.18 -0.14 0.26 0.233
H -5.31461 6.40631 -5.40871 -0.29 0.00 -0.17 0.328
H -4.54743 4.88584 -5.95669 -0.17 -0.17 -0.05 0.292
H -6.18575 4.34697 -4.15875 0.14 -0.32 -0.17 0.258
H -6.16043 5.73348 -3.11633 -0.25 -0.01 0.44 0.337
H -4.67059 4.39294 -1.46742 0.74 0.16 -0.24 0.322
H -4.80399 3.01091 -2.59510 -0.20 -0.15 0.16 0.234
H -7.33442 4.29514 -1.48183 0.72 0.57 -0.66 0.033
H -7.53666 2.76603 0.05818 0.06 -0.02 0.10 0.328
H -5.90478 3.38799 0.41094 0.14 -0.11 0.46 0.306
H -4.90591 1.47845 -0.87390 0.02 0.01 -0.66 0.334
H -6.63238 1.01498 -1.29786 0.28 -0.62 -0.32 0.201
H -5.37833 -1.06718 1.59454 -0.05 0.37 0.01 0.248
H -4.33600 -0.58571 0.22198 0.19 0.10 0.02 0.240
H -5.97688 -1.18822 -0.06903 0.14 -0.46 -0.08 0.302
C 8.00464 -7.92547 12.92377 -1.34 0.10 -0.86 -0.700
O 7.54313 -6.59319 12.73448 -0.20 -0.20 0.38 -0.314
C 6.26555 -6.33723 13.36864 1.09 1.27 -1.55 -0.640
C 5.73288 -5.00895 12.68871 0.32 -1.94 1.05 -0.643
N 5.36231 -5.14337 11.28535 -0.49 0.89 0.74 -0.270
C 5.26310 -3.76834 10.70370 -0.05 -1.89 -1.57 -0.704
C 4.86599 -3.90385 9.19986 0.47 0.44 0.14 -0.522
O 6.05713 -4.25151 8.48466 -0.44 -0.18 -0.87 -0.320
C 5.82049 -4.49813 7.08544 -0.05 -0.13 0.46 -0.715
H 7.19642 -8.57381 12.58535 -0.22 -0.43 0.04 0.248
H 8.17871 -8.19734 13.96487 0.57 0.23 0.05 0.292
H 8.79856 -8.12607 12.20436 0.42 0.26 0.58 0.282
H 6.45559 -6.15536 14.42642 -0.25 0.04 0.19 0.374
H 5.62304 -7.20846 13.24118 -0.29 0.07 -0.10 0.387
H 6.53641 -4.28364 12.81669 0.10 0.26 0.22 0.356
H 4.87684 -4.73759 13.30650 -0.18 0.42 -0.20 0.342
H 6.08881 -5.67806 10.83103 0.19 0.18 -0.31 0.234
H 6.25040 -3.30645 10.70591 0.07 0.39 0.08 0.359
H 4.56672 -3.15624 11.27684 -0.10 -0.19 -0.07 0.428
H 4.44248 -2.98433 8.79586 0.24 0.57 0.10 0.436
H 4.09118 -4.63165 8.95884 -0.04 -0.49 0.63 0.277
H 5.70342 -3.60039 6.47843 0.24 0.43 0.25 0.283
H 4.90483 -5.05853 6.89671 -0.20 -0.28 0.38 0.277
H 6.63781 -5.09399 6.67919 0.13 0.16 0.24 0.259
C -0.69521 -0.99483 -8.70634 -0.29 -0.47 0.92 -0.736
O -0.83779 -1.80695 -7.54219 0.70 -0.57 0.23 -0.292
C -0.55206 -3.19239 -7.74166 0.29 -0.43 -0.14 -0.784
C 0.12142 -3.88609 -6.50814 -0.68 0.90 -1.58 -0.509
N 1.57064 -3.72665 -6.52259 -0.63 -0.61 -0.67 -0.416
C 2.07661 -4.50582 -5.41040 0.86 0.34 0.41 -0.520
C 3.60169 -4.56719 -5.32267 -0.29 0.18 -0.08 -0.652
O 3.99310 -3.97334 -4.10977 -0.17 0.29 0.24 -0.187
C 5.31820 -4.25434 -3.76943 0.25 0.14 0.19 -0.819
H 0.28695 -1.10946 -9.16494 0.09 -0.06 -0.06 0.335
H -0.81025 0.01957 -8.32444 -0.10 0.04 -0.40 0.228
H -1.48093 -1.26937 -9.41017 -0.01 0.29 -0.30 0.301
H 0.07375 -3.35283 -8.61957 0.76 0.37 0.08 0.364
H -1.43250 -3.72512 -8.10097 -0.68 -0.04 0.68 0.424
H -0.09514 -4.95346 -6.55182 -0.17 0.03 0.04 0.427
H -0.29227 -3.45182 -5.59799 -0.39 -0.12 0.24 0.323
H 1.70782 -2.73832 -6.36614 0.57 0.15 0.16 0.277
H 1.75497 -5.54675 -5.44382 -0.58 0.19 -0.29 0.297
H 1.69297 -4.03449 -4.50554 0.15 -0.41 0.61 0.331
H 4.03847 -4.08138 -6.19521 0.16 0.38 -0.07 0.386
H 3.96418 -5.59427 -5.36521 -0.04 -0.31 0.14 0.349
H 6.00834 -3.82898 -4.49804 0.21 -0.12 -0.21 0.308
H 5.46093 -5.33110 -3.67828 0.21 -0.20 -0.12 0.338
H 5.55496 -3.80432 -2.80530 -0.24 0.06 0.00 0.229
C -2.12911 -11.32561 6.94301 0.71 -0.02 -1.62 -0.740
O -0.95392 -10.69169 7.37005 0.32 0.45 1.71 -0.258
C -1.22174 -9.40795 7.92041 1.76 0.24 1.08 -0.624
C 0.14014 -8.74547 8.46071 -2.20 -1.41 -1.61 -0.710
N 0.85567 -9.59347 9.40638 0.25 0.37 -0.72 -0.417
C 2.04924 -8.86682 9.78115 0.61 0.40 1.20 -0.617
C 3.22200 -9.79900 10.06340 0.02 0.70 0.00 -0.455
O 3.38526 -10.68226 8.99184 0.70 -0.83 -0.36 -0.321
C 4.65990 -11.35328 8.95230 -0.95 0.18 -0.10 -0.732
H -2.33564 -10.79528 6.01338 -0.98 -0.19 -0.30 0.280
H -3.00747 -11.34065 7.58827 0.26 0.22 0.44 0.294
H -1.83463 -12.33688 6.66247 -0.21 -0.09 0.18 0.247
H -1.87356 -9.46642 8.79209 -0.42 -0.25 -0.07 0.344
H -1.66515 -8.79537 7.13541 -0.09 0.39 0.05 0.408
H -0.10902 -7.77186 8.88275 0.06 -0.03 0.08 0.469
H 0.69913 -8.62720 7.53245 0.52 0.46 -0.01 0.350
H 1.28528 -10.30840 8.83682 -0.64 -0.81 -0.19 0.358
H 1.87171 -8.31301 10.70305 -0.04 0.14 0.19 0.264
H 2.32549 -8.10308 9.05417 0.23 -0.06 -0.42 0.345
H 3.05379 -10.29941 11.01702 0.02 -0.42 0.08 0.302
H 4.12884 -9.20006 10.14719 0.14 0.26 0.26 0.378
H 4.65627 -11.93237 8.02886 0.14 0.16 0.03 0.243
H 4.80273 -12.04873 9.77937 -0.21 -0.02 0.25 0.300
H 5.48600 -10.64249 8.97310 0.02 0.18 -0.15 0.285
C 0.38467 1.11728 -3.59437 0.55 -0.24 -1.13 -0.789
O 1.04837 0.25299 -2.72799 0.40 0.32 0.78 -0.209
C 0.41870 0.07990 -1.45279 0.42 -0.64 -1.88 -0.282
C 1.37711 -0.72022 -0.61693 0.22 1.27 0.13 -0.670
N 0.73756 -1.18241 0.60129 -0.91 0.51 -1.64 -0.195
C 1.44244 -2.31081 1.05790 0.37 -0.97 1.92 -0.591
C 0.82033 -2.84017 2.34945 -0.49 0.30 -1.26 -0.750
O 0.93689 -1.85016 3.32503 0.03 -0.15 1.32 -0.159
C 0.15842 -2.13681 4.50573 0.77 1.05 -0.68 -0.844
H -0.59481 0.76780 -3.92085 -0.26 -0.28 0.16 0.302
H 1.04945 1.08399 -4.45755 -0.30 0.41 -0.34 0.261
H 0.27296 2.15602 -3.28351 0.17 0.10 0.52 0.282
H -0.39115 -0.60653 -1.69987 -0.86 0.42 0.70 0.238
H 0.14398 1.07570 -1.10493 -0.33 -0.20 0.55 0.223
H 2.22111 -0.10951 -0.29632 0.45 0.27 -0.44 0.119
H 1.78877 -1.48773 -1.27234 -0.27 -0.38 0.27 0.452
H 0.81478 -0.38139 1.21162 -0.12 -0.37 0.71 0.153
H 2.47959 -2.03971 1.25515 0.57 -0.26 0.15 0.325
H 1.44721 -3.11877 0.32627 -0.17 0.11 -0.18 0.498
H 1.23129 -3.82368 2.57732 0.28 -0.03 0.57 0.374
H -0.24767 -2.94800 2.16010 -0.28 -0.41 -0.22 0.355
H -0.89935 -2.22804 4.25893 -0.06 -0.42 -0.07 0.380
H 0.25163 -1.24110 5.11985 0.07 -0.11 0.14 0.185
H 0.56921 -2.98749 5.04948 -0.22 -0.19 -0.06 0.305
```
Positions in Å, forces in eV/Å.